1.
The following is a DFT calculation (the ωB97M-V functional and the def2-TZVPD basis) of a structure of composition C8H19I2O3P2Ru at a distorted geometry.

Summary:
HOMO-LUMO gap (spin up / spin down)   5.22 / 4.80 eV
Charge   +3
LUMO level (spin up / spin down)   -14.38 / -15.50 eV
Energy   -52073.7372 eV
Relative energy (zero: lowest compared OMol25 entry of this formula, charge and spin)   1.5503 eV
Spin multiplicity   5

Geometry as XYZ:
```
35
Properties=species:S:1:pos:R:3:forces:R:3
I 3.445 3.070 -1.955 -1.2 0.3 -2.2
I 0.980 1.962 -2.849 1.9 1.1 0.2
Ru 0.136 0.218 -0.269 -2.3 -0.8 -1.4
P 1.058 -1.852 -0.809 0.6 -2.7 -0.7
C 2.409 -1.456 -1.938 0.2 0.3 0.0
C 1.725 -2.880 0.538 -0.3 0.4 0.1
H 1.945 -3.904 0.195 0.1 0.5 -0.1
H 0.262 -3.937 -1.869 0.3 0.4 0.0
H 0.952 -2.985 1.316 0.5 0.1 -0.1
H -1.045 -2.995 -1.156 0.2 0.1 -0.4
H 3.159 -0.881 -1.395 0.1 0.1 -0.1
H 2.625 -2.359 0.907 -0.3 -0.5 0.2
C -0.122 -2.913 -1.749 -0.2 0.5 0.4
H 2.911 -2.340 -2.319 -0.1 -0.4 0.0
H -0.320 -2.459 -2.735 -0.1 -0.3 0.4
H 2.027 -0.887 -2.788 0.1 -0.1 0.0
P -1.162 1.723 0.936 -2.0 1.6 1.4
C -0.575 3.345 0.405 0.4 0.1 -0.1
C -2.945 1.633 0.472 0.4 -0.5 -0.2
H -1.290 0.631 3.081 0.3 0.4 0.1
H -1.890 2.277 3.211 0.4 0.1 -0.3
H -0.084 2.011 3.037 -0.5 -0.2 0.3
C -1.094 1.666 2.756 0.2 -0.4 -0.3
H -3.272 0.590 0.596 0.0 0.4 -0.3
H -3.572 2.237 1.147 0.5 0.1 -0.2
H -1.131 4.162 0.853 -0.4 0.0 0.2
H -0.661 3.433 -0.680 0.0 0.1 0.1
H -3.072 1.969 -0.571 -0.1 -0.2 0.4
H 0.461 3.462 0.722 0.1 0.1 -0.1
C 1.780 1.044 0.135 4.7 2.5 0.8
O 2.787 1.648 0.186 -4.1 -3.2 1.3
O -1.375 -1.973 2.296 0.2 1.3 -2.3
C -1.077 -1.315 1.328 -2.1 -1.6 0.7
O -1.571 -1.032 0.115 1.5 0.0 1.9
H -0.084 -0.752 1.438 1.0 0.4 0.4
```
Forces are in eV/Å.



2.
The following is a DFT calculation (the ωB97M-V functional and the def2-TZVPD basis) of a cluster of 2 separate species, C8H19N2O2P in total at a distorted geometry.

Summary:
HOMO-LUMO gap   8.78 eV
Charge   0
LUMO level   0.56 eV
Energy   -24965.7638 eV
Relative energy (zero: lowest compared OMol25 entry of this formula, charge and spin)   2.0041 eV
Structure (SMILES)   CCP(C)[C@@H](O)OCCN.CC#N

Geometry as XYZ:
```
32
Properties=species:S:1:pos:R:3:forces:R:3
C 1.385 -3.396 -0.455 -0.1 0.1 -0.5
C -0.151 -3.565 -0.077 1.3 -0.7 0.1
P -0.891 -2.168 0.946 -1.0 0.0 0.3
C -0.285 -2.263 2.756 0.7 0.6 -0.4
C -0.209 -0.468 0.362 -0.4 -2.0 -0.1
O -1.006 0.517 1.030 0.8 -0.1 -0.1
O 1.170 -0.442 0.721 -1.3 1.9 0.1
C 1.694 0.893 0.792 1.8 0.7 -0.9
C 1.783 1.618 -0.640 1.2 0.7 1.1
N 0.714 2.631 -0.848 0.2 0.1 0.2
H 1.484 -2.407 -0.999 0.2 -1.1 0.7
H 1.760 -4.203 -1.163 -0.6 0.9 0.9
H 2.070 -3.409 0.449 -1.0 0.2 -1.0
H -0.770 -3.724 -1.013 0.6 0.5 1.1
H -0.272 -4.525 0.526 0.0 1.2 -0.6
H -1.194 -2.361 3.408 1.1 -0.2 -0.6
H 0.478 -3.078 2.904 -1.0 0.7 0.0
H 0.231 -1.283 3.013 -0.6 -1.1 -0.3
H -0.413 -0.402 -0.748 0.7 0.2 0.8
H -1.941 0.335 0.838 0.4 -0.2 0.0
H 1.204 1.552 1.566 0.1 -0.8 -0.9
H 2.777 0.784 1.125 -1.4 -0.2 -0.3
H 2.773 2.187 -0.630 -1.0 -1.0 0.0
H 1.872 0.854 -1.463 -0.5 0.7 0.8
H 1.109 3.499 -1.237 -0.1 -0.7 0.1
H 0.346 2.913 0.067 0.1 -0.3 -0.4
C -2.252 3.275 -1.528 -0.8 0.1 -0.6
C -3.338 3.403 -2.543 -0.5 0.1 -0.4
N -4.183 3.503 -3.332 1.2 -0.1 1.1
H -2.143 2.233 -1.230 0.1 0.1 -0.1
H -1.310 3.624 -1.947 -0.1 -0.1 0.0
H -2.494 3.874 -0.649 -0.1 0.0 -0.1
```
Forces are in eV/Å.



3.
The following is a DFT calculation (the ωB97M-V functional and the def2-TZVPD basis) of the ion C8H19N2Si with charge +1 at a distorted geometry.

Summary:
HOMO-LUMO gap   9.09 eV
Charge   +1
LUMO level   -2.54 eV
Energy   -19454.5750 eV
Relative energy (zero: lowest compared OMol25 entry of this formula, charge and spin)   1.8636 eV
Structure (SMILES)   C[C@@H]1N([Si](C)(C)C)C=C[N@H+]1C

Geometry as XYZ:
```
30
Properties=species:S:1:pos:R:3:forces:R:3
C 1.160 1.899 -0.375 0.9 -1.5 -1.7
C 1.106 0.353 -0.335 0.6 0.8 -0.4
N 0.091 -0.157 0.497 -5.3 0.6 -1.6
Si -1.865 -0.023 -0.178 1.8 -1.4 0.7
C -1.979 -1.635 -1.216 1.7 0.5 -0.2
C -2.014 1.426 -1.298 -1.0 -2.0 -1.4
C -2.766 0.101 1.475 1.1 -1.8 0.8
C 0.537 -0.558 1.709 2.1 -0.6 -3.5
C 1.889 -0.656 1.601 -1.1 -0.2 4.2
N 2.328 -0.150 0.372 3.5 1.3 -0.7
C 3.056 -1.223 -0.403 -0.4 -0.4 1.4
H 0.713 2.422 0.399 -0.3 0.4 2.4
H 0.539 2.257 -1.146 -0.5 0.2 -1.6
H 2.174 2.226 -0.591 0.1 0.2 0.1
H 1.160 -0.146 -1.353 -0.4 0.9 0.9
H -2.725 -1.742 -2.037 0.8 0.6 0.4
H -0.854 -1.796 -1.561 -2.4 0.2 0.3
H -2.221 -2.451 -0.561 0.1 -0.6 0.5
H -1.474 1.310 -2.277 -0.6 0.4 1.0
H -3.113 1.501 -1.454 0.4 -0.4 -0.5
H -1.878 2.291 -0.768 1.1 2.5 1.0
H -2.257 0.655 2.247 0.7 0.7 -0.1
H -3.748 0.459 1.549 -1.5 0.6 -0.7
H -2.841 -0.873 2.022 0.1 0.2 -0.9
H -0.160 -1.080 2.276 -0.8 -0.2 1.8
H 2.561 -0.734 2.435 0.4 -0.3 -0.1
H 3.044 0.614 0.539 -1.2 -0.7 -0.4
H 2.195 -1.925 -0.500 1.4 -0.2 -0.5
H 3.429 -0.750 -1.301 -0.1 -0.3 -0.4
H 3.914 -1.618 0.234 -1.3 0.4 -0.9
```
Forces are in eV/Å.



4.
The following is a DFT calculation (the ωB97M-V functional and the def2-TZVPD basis) of a cluster of 2 separate species, C8H19N3 in total at a distorted geometry.

Summary:
HOMO-LUMO gap (spin up / spin down)   11.32 / 4.18 eV
Charge   +2
LUMO level (spin up / spin down)   -7.49 / -10.21 eV
Energy   -13051.8216 eV
Relative energy (zero: lowest compared OMol25 entry of this formula, charge and spin)   4.8982 eV

Geometry as XYZ:
```
30
Properties=species:S:1:pos:R:3:forces:R:3
C 1.303 -0.518 -0.285 0.0 -0.4 -0.6
C 2.286 -1.197 -0.841 -0.2 0.2 0.1
C -0.561 -1.733 0.584 0.2 0.1 -0.1
C -1.314 -2.254 1.729 -0.2 -0.3 0.4
C -1.021 -2.071 -0.766 -0.1 0.0 -0.6
C 0.969 -0.664 2.125 0.2 0.1 1.1
C 1.714 1.919 -0.084 0.3 0.9 0.4
C -2.788 3.751 -2.052 0.3 -0.1 0.2
N 0.506 -1.002 0.789 -0.2 0.0 -0.4
N 0.923 0.860 -0.769 1.4 -0.1 -0.1
N -0.462 1.014 -0.775 -1.5 -0.2 -0.6
H 2.884 -0.813 -1.649 0.1 0.2 -0.2
H 2.549 -2.183 -0.491 0.0 -0.1 0.1
H -2.102 -2.930 1.407 0.0 0.0 0.0
H -1.777 -1.442 2.298 0.0 0.1 0.0
H -0.668 -2.776 2.437 0.1 0.0 0.0
H -0.589 -1.459 -1.551 0.0 -0.1 0.0
H -2.108 -2.002 -0.811 0.0 0.0 0.1
H -0.788 -3.121 -0.971 0.0 -0.1 0.1
H 1.874 -0.064 2.066 -0.1 -0.1 -0.1
H 0.201 -0.112 2.670 0.0 0.0 0.0
H 1.207 -1.565 2.693 0.0 0.0 -0.1
H 1.562 2.866 -0.602 -0.1 -0.1 -0.1
H 1.374 2.032 0.945 -0.1 -0.2 -0.1
H 2.774 1.673 -0.099 -0.1 -0.1 -0.1
H -2.221 4.224 -2.837 0.0 0.0 -0.1
H -2.882 2.679 -2.022 -0.1 -0.1 -0.1
H -3.300 4.365 -1.330 0.0 0.0 0.1
H 1.215 0.865 -1.762 -0.2 0.0 0.3
H -0.759 1.657 -0.046 0.4 0.3 0.3
```
Forces are in eV/Å.